The following is a DFT calculation (wB97M-V/def2-TZVPD) of 3 unconnected molecules or ions with the total composition C3H9O4S.

Values from the calculation:
- energy relative to the best compared isomer or geometry (same formula, charge and spin) (kcal per mole) = 0.00
- net charge = -1
- energy (a.u.) = -818.94788
- HOMO energy (eV) = -5.28
- molar mass (g/mol) = 141.168

```
17
Properties=species:S:1:pos:R:3:lowdin_charge:R:1
O -0.63 1.10 0.68 -0.07
C -0.35 0.46 -0.37 -0.69
O -0.61 0.82 -1.53 -0.04
C 0.46 -0.86 -0.23 -0.20
C -0.19 -1.95 -1.04 -0.51
S 1.11 -3.13 -1.71 0.62
H 0.63 -1.08 0.80 0.09
H 1.42 -0.57 -0.66 0.11
H -0.69 -1.58 -1.91 0.05
H -0.79 -2.63 -0.44 0.06
H 0.33 -4.17 -2.02 -0.19
H 0.53 1.35 3.33 0.00
H -0.03 0.57 2.18 -0.02
O 0.41 0.44 3.07 -0.13
H -0.27 4.00 0.63 0.02
H -0.66 3.16 -0.56 0.00
O -0.68 4.07 -0.23 -0.09
```


The following is a DFT calculation (wB97M-V/def2-TZVPD) of 2 unconnected molecules or ions with the total composition C3H9OS.

Values from the calculation:
- energy relative to the best compared isomer or geometry (same formula, charge and spin) (kcal per mole) = 100.62
- net charge = -1
- energy (a.u.) = -593.01253
- HOMO energy (eV) = -0.68
- molar mass (g/mol) = 93.171

```
14
Properties=species:S:1:pos:R:3:lowdin_charge:R:1
C -1.41 0.77 -0.83 -0.21
O -1.53 1.58 0.36 -0.21
H -0.64 1.19 -1.58 0.08
H -1.25 -0.21 -0.42 0.01
H -2.29 0.78 -1.39 0.03
C 0.71 -1.98 -0.20 -0.37
S 1.63 -0.24 -0.22 0.49
C 1.20 0.86 1.11 -0.65
H -0.34 -1.67 -0.05 -0.02
H 1.34 -2.48 0.52 -0.02
H 0.78 -2.48 -1.21 0.02
H 1.72 1.81 1.17 -0.09
H -0.65 1.68 0.73 -0.03
H 0.74 0.37 2.02 -0.05
```